1.
Entry from the OMol25 dataset: an isolated ion of composition C3H7N4O and charge +1 in a non-equilibrium geometry (wB97M-V/def2-TZVPD).

* maximum force: 4.9 eV/A
* structure (SMILES): Nc1cn(O)c(=[NH2+])[nH]1
* charge: +1

CARTESIAN COORDINATES (ANGSTROEM)
C (-1.216, 0.669, 0.334)
C (-0.226, 0.333, 1.265)
C (0.444, -0.397, -0.724)
N (-0.737, 0.202, -0.881)
N (0.792, -0.368, 0.563)
N (-0.170, 0.550, 2.632)
N (1.076, -1.147, -1.817)
O (-1.262, 0.568, -2.050)
H (-2.087, 1.185, 0.510)
H (1.590, -0.723, 1.000)
H (-0.238, 1.467, 3.007)
H (0.667, 0.170, 2.956)
H (0.926, -0.976, -2.784)
H (2.120, -1.297, -1.693)
H (-1.680, -0.236, -2.319)

Which charges does Mulliken predict for the atoms? In e, they are: -0.79 0.43 0.24 0.28 -0.01 -0.47 -0.45 -0.37 0.50 0.19 0.27 0.23 0.27 0.28 0.39

***

2.
Entry from the OMol25 dataset: a 2-piece molecular cluster, C2H8N2 overall in a non-equilibrium geometry (wB97M-V/def2-TZVPD).

* maximum force: 2.4 eV/A
* structure (SMILES): [H]/N=C/N.C

CARTESIAN COORDINATES (ANGSTROEM)
C (-1.942, -1.291, 1.023)
H (-0.916, -0.935, 1.139)
H (-2.076, -2.148, 1.683)
H (-2.581, -0.484, 1.363)
H (-2.015, -1.672, 0.010)
N (0.721, 1.365, -1.405)
C (1.511, 0.632, -0.538)
N (2.332, 1.210, 0.242)
H (0.029, 0.908, -1.981)
H (0.819, 2.363, -1.503)
H (1.383, -0.412, -0.844)
H (2.736, 0.464, 0.811)

Which charges does Mulliken predict for the atoms? In e, they are: -0.91 0.16 0.28 0.24 0.23 -0.43 0.21 -0.71 0.19 0.21 0.30 0.24

***

Number 1: E_tot -11224.033 eV. Number 2: E_tot -5183.488 eV.